Record 1
A structure of composition C28H35F21NNaO17. Source: the Open Molecules 2025 dataset; level of theory: the ωB97M-V functional and the def2-TZVPD basis.

The geometry in XYZ format:
```
103
Properties=species:S:1:pos:R:3:forces:R:3
Na 14.8850 -28.5943 -26.5204 -0.1 0.0 -0.1
N 14.9348 -30.9175 -28.1066 2.6 -3.7 0.1
O 14.9122 -29.8584 -28.6661 -0.8 3.7 -1.9
O 15.3056 -31.9493 -28.6731 -0.5 -0.4 -1.2
O 14.7935 -30.9844 -26.8937 -1.3 0.7 3.2
C 17.6566 -26.0973 -32.0301 -0.2 -0.4 1.0
C 16.9027 -26.3443 -30.7094 -0.6 0.5 -1.7
O 17.8252 -26.0268 -29.6682 -0.1 0.2 1.1
C 17.5513 -26.3350 -28.4059 -1.7 -2.4 -0.6
O 16.5362 -26.8915 -27.9944 1.7 1.4 -0.7
C 18.7735 -26.1541 -27.4774 -0.8 -0.5 -0.9
F 18.8267 -27.1628 -26.6375 0.2 -1.1 0.5
F 19.9334 -26.1076 -28.1392 -0.3 0.5 0.3
F 18.5297 -25.0865 -26.7514 0.6 1.5 0.4
H 17.0032 -26.4096 -32.8447 0.3 -0.1 -0.1
H 18.5891 -26.6583 -31.9682 -0.1 -0.1 -0.5
H 17.9081 -25.0450 -32.1622 -0.1 0.0 0.1
H 16.4528 -27.3349 -30.6432 0.7 -0.4 0.4
H 16.0156 -25.7126 -30.7557 0.2 0.5 0.8
C 13.3232 -26.6829 -30.9287 -0.5 -0.9 0.0
C 12.4531 -27.9880 -30.9804 0.3 1.8 0.7
O 11.3675 -27.8329 -31.9532 -1.6 0.6 -0.1
C 10.1886 -27.1745 -31.6274 3.0 -0.4 4.6
O 9.9471 -26.6951 -30.5102 0.6 -1.1 -3.2
C 9.1259 -27.2353 -32.6736 1.5 1.1 -2.4
F 8.1956 -28.0311 -32.3005 -2.1 -0.9 1.0
F 8.6999 -25.9842 -32.9108 -0.5 -0.2 0.3
F 9.5626 -27.7000 -33.8573 0.4 0.0 -0.1
H 14.1972 -26.8326 -30.2949 -0.1 -0.4 0.0
H 12.8316 -25.7985 -30.5231 -0.4 -0.2 -0.2
H 13.6682 -26.4997 -31.9463 0.0 0.2 0.0
H 12.0533 -28.2503 -30.0008 -0.2 0.2 -0.2
H 13.1210 -28.7979 -31.2736 -0.6 -0.1 -0.5
C 18.3443 -31.8174 -26.2035 -1.7 -1.1 -0.8
C 19.2619 -31.0441 -25.3835 1.6 0.5 -1.4
O 18.7402 -30.6235 -24.1866 -2.7 3.0 3.5
C 17.6863 -29.7268 -24.0892 0.1 -2.9 -3.8
O 16.9254 -29.4783 -25.0296 1.9 0.2 2.6
C 17.4688 -29.1985 -22.6733 1.5 -1.6 0.2
F 17.6433 -27.9185 -22.7521 -0.2 1.9 0.4
F 16.2030 -29.4926 -22.3256 1.0 0.2 0.7
F 18.4432 -29.6440 -21.7679 -2.3 0.2 -1.2
H 17.6501 -32.3421 -25.5471 0.0 -0.4 -0.1
H 18.8716 -32.5409 -26.8252 -0.1 0.1 0.0
H 17.7262 -31.1627 -26.8178 0.0 -0.2 -0.1
H 19.5379 -30.1749 -25.9805 0.6 0.2 0.2
H 20.1293 -31.6173 -25.0561 0.2 0.1 -0.3
C 12.1627 -33.5875 -26.1788 0.2 -1.5 -0.3
C 11.1862 -34.2708 -25.2018 0.8 1.1 0.0
O 9.8799 -33.7637 -25.4243 -2.6 0.0 -1.2
C 9.1382 -34.1795 -26.4750 4.0 -4.5 -2.7
O 9.4838 -35.1198 -27.2655 -1.4 3.8 3.2
C 7.8207 -33.4890 -26.6977 -0.6 -0.4 -0.1
F 6.8623 -34.4405 -26.6466 0.2 0.6 0.0
F 7.6376 -32.6348 -25.7104 -0.7 0.8 0.0
F 7.7204 -32.8742 -27.8980 0.3 -0.3 1.0
H 13.0972 -34.1240 -26.0149 0.4 0.4 -0.2
H 12.3519 -32.5162 -26.2475 -0.3 0.1 1.0
H 11.8672 -33.8425 -27.1965 -0.1 -0.3 0.0
H 11.3423 -34.0264 -24.1511 0.2 0.3 -0.1
H 11.2728 -35.3571 -25.2222 -0.4 0.0 -0.7
C 13.4081 -32.6079 -22.5806 0.5 0.7 0.3
C 13.6368 -31.1265 -22.9601 0.2 -0.9 0.5
O 12.3728 -30.5635 -23.3175 -1.0 -0.2 -1.0
C 12.3368 -29.4570 -24.0244 3.2 -0.3 0.5
O 13.3344 -28.9250 -24.4978 -1.7 -0.5 0.2
C 10.9579 -28.8200 -24.0325 1.1 -4.2 -0.6
F 10.3826 -29.2100 -25.1706 -1.2 -0.3 -0.4
F 10.2551 -29.2241 -22.9828 -0.6 0.4 0.1
F 11.1458 -27.5945 -24.0762 -0.3 4.9 0.4
H 12.5269 -32.7597 -21.9573 0.1 0.1 0.1
H 14.3024 -32.9250 -22.0441 -0.1 -0.1 0.3
H 13.3499 -33.2884 -23.4301 -0.1 0.4 -0.3
H 14.4369 -31.0958 -23.6997 -0.5 0.4 -0.5
H 13.9156 -30.4374 -22.1630 0.5 -0.7 0.5
C 15.2099 -25.2384 -21.4769 0.8 -0.8 -0.5
C 15.3209 -25.8560 -22.9063 0.1 -0.6 1.8
O 15.0132 -24.8694 -23.8620 -0.8 1.3 -2.5
C 14.7651 -25.2468 -25.1319 -0.4 -4.2 1.0
O 14.7062 -26.4628 -25.4732 0.5 4.7 0.8
C 14.4375 -24.0963 -26.1472 -0.5 0.0 0.6
F 15.2155 -24.2290 -27.1852 2.1 0.5 -0.6
F 13.2495 -24.2876 -26.6832 -1.5 0.0 0.8
F 14.4934 -22.8422 -25.6225 0.2 -1.3 -0.4
H 15.6157 -25.9264 -20.7353 0.3 -0.4 -0.3
H 14.2018 -25.1053 -21.0843 -0.1 0.6 -0.6
H 15.8725 -24.3755 -21.4095 -0.5 0.3 0.0
H 14.6583 -26.7180 -22.9836 -0.1 0.0 -0.3
H 16.3364 -26.1830 -23.1297 -0.1 0.0 0.2
C 10.8103 -30.8355 -29.0894 -0.3 0.8 0.1
C 11.4006 -29.9667 -27.9729 1.4 -0.7 -1.1
O 10.6969 -28.7539 -27.9225 -0.7 3.8 0.8
C 11.3582 -27.5595 -27.5628 1.3 -3.3 -0.3
O 12.5407 -27.5574 -27.2801 -1.8 0.7 -0.5
C 10.4386 -26.3071 -27.4041 -0.8 0.3 -1.2
F 10.8241 -25.2102 -28.1320 -0.1 -1.6 0.6
F 9.1554 -26.5776 -27.6677 0.5 0.0 -0.5
F 10.4701 -25.9742 -26.1398 0.5 0.5 1.3
H 9.7435 -30.9318 -28.8880 0.0 -0.8 0.3
H 11.3839 -31.7583 -29.1761 -0.4 -0.2 0.2
H 10.7810 -30.3824 -30.0804 0.6 0.4 0.0
H 12.4474 -29.7280 -28.1610 0.2 -0.2 0.0
H 11.3631 -30.5332 -27.0424 -0.3 0.4 0.3
```
Forces are in eV/Å.

Mulliken population analysis, charges in e, atoms 1 to 4:
1. Na 0.52
2. N 0.83
3. O -0.57
4. O -0.77


Record 2
88
Properties=species:S:1:pos:R:3:forces:R:3 method="wB97M-V/def2-TZVPD" total_charge=+1
C 5.2693 -1.1940 0.5213 -0.6 0.0 -0.8
C 4.9832 -1.4980 -0.8125 0.0 0.5 1.1
C 3.6094 -1.8644 -1.3277 0.4 2.6 -0.7
C 2.5883 -0.7864 -1.3636 0.1 -1.0 0.0
N 2.8190 0.4234 -1.0561 -0.6 0.7 0.8
C 1.6537 1.2927 -1.2531 0.5 1.7 -1.6
C 1.4157 2.3788 -0.2343 -0.8 0.3 -0.1
O 0.8365 3.5060 -0.9185 0.0 -0.5 0.2
C 1.6857 4.5734 -0.9786 0.6 1.3 0.3
C 2.8489 4.5150 -1.9377 -0.8 -1.0 0.0
O 1.5299 5.5265 -0.2773 -0.4 -0.1 0.1
C 0.5196 0.4253 -1.8410 1.0 -0.5 0.7
C -0.8774 0.5915 -1.2487 -0.7 -0.8 -1.4
I -1.8808 2.0487 -2.5315 0.9 1.2 0.6
C -1.7056 -0.7516 -1.1855 -0.8 1.4 0.7
C -2.2898 -0.8327 0.2253 0.6 0.1 -0.4
I -3.3725 -0.7463 -2.5426 -0.4 -1.8 -0.1
C 1.1870 -0.9682 -1.7590 -1.4 -0.4 0.3
H 5.7128 -1.9756 1.1188 2.4 0.6 -0.2
H 5.0897 -0.2103 0.9760 -1.9 -1.2 0.6
H 5.7989 -1.4781 -1.5195 0.4 -2.3 0.1
H 3.7398 -2.1371 -2.3688 -0.1 -0.4 -0.4
H 3.2252 -2.7146 -0.7882 -0.2 -0.3 0.1
H 3.7043 0.8007 -0.7156 0.2 -0.3 0.1
H 1.9581 1.8876 -2.1074 0.2 0.3 -0.2
H 0.7150 2.1232 0.5451 -0.1 -0.2 0.4
H 2.3311 2.7144 0.2094 0.8 -0.2 0.5
H 2.6602 3.7438 -2.6717 0.1 0.0 -0.4
H 2.9922 5.4681 -2.4091 0.1 0.4 -0.1
H 3.7296 4.2328 -1.3851 0.5 0.0 0.3
H 0.4509 0.6965 -2.8785 0.0 -0.1 -0.4
H -0.9191 1.0497 -0.2782 0.2 0.1 0.4
H -1.1408 -1.6355 -1.4150 0.1 -0.2 -0.3
H -2.6450 0.1516 0.4923 -0.5 0.2 0.2
H -1.5007 -1.0723 0.9285 0.3 -0.2 0.2
H -3.0692 -1.5626 0.3169 -0.3 -0.3 0.1
H 1.0366 -1.5509 -2.6539 0.3 -0.2 -0.5
H 0.6992 -1.5933 -1.0107 0.2 -0.1 0.4
C -6.9685 -2.1033 2.9520 -0.1 -0.2 0.2
C -5.9418 -2.8544 2.1410 -0.2 0.1 -0.5
O -5.0627 -1.8156 1.7150 -0.1 -0.2 0.6
C -5.1202 -0.8457 2.6765 0.0 0.0 -0.1
O -4.3328 0.0305 2.7854 0.2 0.3 -0.1
O -6.1858 -1.0232 3.4853 0.0 -0.1 -0.2
F -6.4942 -3.4357 1.0505 0.1 0.0 0.0
H -7.7675 -1.7015 2.3326 0.1 -0.1 -0.2
H -7.4051 -2.6997 3.7460 0.1 0.2 0.2
H -5.3766 -3.6012 2.7001 0.0 -0.1 -0.1
C 7.2952 1.6505 -3.9846 0.0 0.1 -0.3
C 8.2430 1.0894 -2.9484 -0.2 0.1 0.3
O 7.6421 -0.1588 -2.6347 0.2 0.1 -0.4
C 6.9637 -0.5638 -3.7477 0.0 0.2 -0.1
O 6.5658 -1.6615 -3.9240 -0.3 -0.3 0.1
O 6.8070 0.4604 -4.6184 0.2 0.1 0.3
F 8.2818 1.8575 -1.8341 0.0 -0.1 0.0
H 6.4631 2.1851 -3.5238 0.1 0.0 0.2
H 7.7840 2.3028 -4.7022 0.0 -0.2 -0.2
H 9.2593 0.9214 -3.3057 0.0 0.0 0.1
C -2.2231 -5.8673 -3.1228 0.1 0.1 -0.3
C -3.5836 -5.7213 -2.4794 0.0 -0.4 0.1
O -3.2483 -5.3965 -1.1374 0.1 0.3 -0.3
C -2.0516 -4.7599 -1.1694 -0.1 -0.1 0.0
O -1.6037 -4.1219 -0.2770 0.2 0.2 0.2
O -1.4372 -4.9355 -2.3632 -0.2 -0.1 0.0
F -4.2751 -6.8821 -2.4972 0.0 0.1 0.1
H -1.8198 -6.8721 -2.9966 -0.1 0.0 0.1
H -2.2208 -5.6116 -4.1782 0.1 0.2 0.0
H -4.2024 -4.9270 -2.8991 -0.1 0.0 0.0
C 4.9188 4.1651 3.2189 0.2 0.2 -0.1
C 4.7894 2.9105 4.0493 -0.4 0.0 0.0
O 4.5000 1.9247 3.0490 0.3 0.0 0.2
C 5.0733 2.3448 1.9057 0.0 -0.2 -0.2
O 5.2531 1.6384 0.9513 -0.3 0.8 0.0
O 5.4223 3.6315 1.9707 -0.1 0.2 0.2
F 3.7610 2.9799 4.9125 -0.1 -0.1 0.0
H 3.9560 4.6452 3.0459 -0.1 -0.1 0.0
H 5.6064 4.8900 3.6422 0.2 -0.1 -0.2
H 5.6927 2.6204 4.5864 0.0 -0.1 0.0
C -9.6177 1.9210 3.4317 0.0 0.1 -0.3
C -8.5751 1.6201 4.4844 -0.2 0.1 0.3
O -8.9512 0.3228 4.9168 0.2 0.0 -0.3
C -9.5638 -0.2884 3.8661 -0.2 0.2 0.2
O -9.7603 -1.4520 3.7923 -0.1 -0.3 0.0
O -9.9002 0.6131 2.9143 0.2 0.1 0.1
F -8.6511 2.4778 5.5285 0.0 -0.1 0.0
H -10.5235 2.3449 3.8655 0.1 0.0 0.2
H -9.2550 2.5804 2.6485 0.0 -0.2 -0.2
H -7.5484 1.5939 4.1152 0.0 0.0 0.1


Record 3
68
Properties=species:S:1:pos:R:3:forces:R:3 method="wB97M-V/def2-TZVPD" e_above_lowest_kj_mol=2091.4 total_charge=+2
C 2.4526 -0.3958 3.0121 0.2 -0.6 1.7
C 3.6761 -1.5018 3.0670 -0.7 -0.2 -1.1
C 4.8470 -1.2226 1.9085 -0.7 -0.6 0.4
C 5.9187 -2.4561 2.0453 0.1 0.6 0.6
C 4.0518 -1.1469 0.4768 -1.2 0.3 -2.6
C 3.8134 -2.5500 -0.3400 -1.9 2.3 -1.5
C 3.0154 -2.6311 -1.8075 0.1 4.1 1.9
C 2.3957 -1.2124 -2.4389 2.2 -0.6 3.4
C 2.6490 0.1849 -1.6067 1.0 -1.6 1.3
C 3.4859 0.2734 -0.1631 -0.6 -3.3 -1.7
C 3.7305 1.7455 0.5913 3.3 2.4 1.9
O 4.8648 2.0981 1.2018 -7.1 -2.8 -3.6
C 2.4426 2.7968 0.4824 -1.6 0.6 -0.3
C 2.0139 3.8397 1.7136 -1.1 -0.7 -2.8
F 2.8279 3.7967 2.9521 -2.8 0.2 -4.0
C 0.7062 4.8093 1.5076 1.1 -2.6 -2.8
C -0.1104 4.6961 0.0906 2.8 -2.1 0.9
C 0.2774 3.6573 -1.1538 1.8 0.5 3.0
C -0.7168 3.6924 -2.4566 1.1 0.2 -0.7
C -1.8696 2.5276 -2.4865 -0.8 0.5 -0.5
C -2.5538 2.1849 -1.0372 -0.8 -1.0 -0.1
C -4.2200 2.3139 -1.0410 0.2 0.4 1.1
C -4.9828 0.8865 -0.7633 -1.1 0.9 -0.4
C -4.5242 0.1107 0.6062 0.6 -0.7 0.2
C -3.6424 -1.2357 0.2205 -0.6 -0.8 -0.4
C -4.3007 -2.6354 0.8053 0.4 -0.1 0.3
C -3.8086 -3.9912 0.0257 0.3 -0.7 0.0
O -3.8075 -3.8758 -1.4564 2.6 0.1 1.4
C -2.4084 -3.9751 -1.9752 -0.5 0.0 -1.6
C 1.5932 2.6999 -0.9538 -1.5 2.2 2.1
C 2.0705 1.6558 -2.1531 0.2 1.3 -4.3
O 2.0433 1.9614 -3.4559 -0.1 -2.2 8.4
H 1.8273 -0.4309 2.0048 1.6 1.0 0.8
H 2.7925 0.7093 3.2011 -0.8 -1.9 -0.6
H 1.6712 -0.6570 3.8701 1.3 0.6 -1.1
H 3.1948 -2.5485 2.7578 0.9 1.5 0.6
H 4.1201 -1.6538 4.1395 -1.0 0.6 -2.0
H 5.4056 -0.2423 2.2220 -1.3 -1.6 -1.1
H 5.3820 -3.5054 2.0139 1.2 2.1 -0.1
H 6.4222 -2.3397 3.1196 -1.1 -0.3 -2.4
H 6.7660 -2.3227 1.2491 -1.8 -0.5 1.5
H 4.2199 -3.5558 0.1238 -0.8 2.3 -1.1
H 2.8958 -3.6731 -2.3758 0.3 2.6 1.4
H 1.7938 -1.2265 -3.4682 1.6 0.2 2.6
H 0.3589 5.5572 2.3575 0.9 -1.8 -2.0
H -1.0612 5.3906 -0.0433 2.3 -1.6 0.3
H -1.1739 4.7894 -2.5617 0.9 -2.5 0.6
H -0.0560 3.5518 -3.4399 -1.3 0.3 2.3
H -2.7455 2.9467 -3.1808 2.0 -0.9 1.4
H -1.4691 1.5635 -3.0639 -0.7 2.1 1.6
H -2.1941 2.8494 -0.1437 -0.3 -1.3 -1.9
H -2.3093 1.0381 -0.8139 -0.4 2.5 -0.2
H -4.5855 2.8759 -2.0133 0.6 -1.5 1.9
H -4.5223 3.0285 -0.1340 0.7 -1.5 -2.0
H -6.1368 1.1546 -0.6213 2.5 -0.6 -0.5
H -4.8989 0.2167 -1.7467 -0.1 1.2 2.4
H -5.4524 -0.2580 1.2574 2.0 0.9 -1.6
H -3.8572 0.7789 1.3239 -1.5 -1.1 -1.6
H -3.5736 -1.3235 -0.9544 0.0 0.1 2.4
H -2.5303 -1.1754 0.6448 -1.8 0.0 -0.7
H -3.9510 -2.7261 1.9324 -0.9 0.0 -2.1
H -5.4764 -2.6273 0.8214 2.4 0.3 -0.2
H -4.5135 -4.9013 0.2788 1.4 1.9 -0.3
H -2.6999 -4.3080 0.3192 -2.2 0.7 -0.2
H -2.0149 -5.0941 -1.9917 -0.8 2.3 0.4
H -2.4526 -3.6455 -3.1189 0.0 -0.6 2.6
H -1.6697 -3.2400 -1.4244 -1.4 -1.4 -0.8
Pb 0.5632 -2.0970 2.0412 0.6 -0.3 -0.5


no.,orbital gap (eV),HOMO (eV)
1,8.548,-8.527
2,6.994,-10.277
3,3.272,-13.639